Entry a
C5H7O5P | ωB97M-V/def2-TZVPD

XYZ file:
```
18
Properties=species:S:1:pos:R:3
C 0.77832 0.94492 2.79323
C 0.55685 0.77068 1.26192
C 0.82118 1.36223 0.14609
C 0.43132 0.27482 -0.76182
O -0.76417 0.50138 -1.58129
P -1.24177 -0.72499 -2.66224
O -0.03327 -1.24135 -3.44092
O -2.41427 -0.22069 -3.41127
O -1.66814 -1.88975 -1.60786
C 0.18926 -0.60487 0.59463
O -0.95864 -1.10394 0.81682
H 0.55430 1.98732 3.01431
H 1.76909 0.61866 2.94665
H 0.06039 0.10395 3.29722
H 1.07576 2.33287 -0.06190
H 1.12909 -0.18534 -1.38650
H -1.36968 -1.48178 -0.75818
H 1.08437 -1.44412 0.80110
```

Values from the calculation:
Multiplicity   1
Total charge   -2
LUMO   5.922 eV
HOMO   -0.155 eV

natural (NBO) population analysis, charges in e, atoms 1 to 6: atom 1 (C): -0.68, atom 2 (C): 0.02, atom 3 (C): -0.27, atom 4 (C): 0.01, atom 5 (O): -0.84, atom 6 (P): 2.50



Entry b
C5H7O5P | ωB97M-V/def2-TZVPD

XYZ file:
```
18
Properties=species:S:1:pos:R:3
C 0.78257 -1.31779 -0.09834
C 1.62406 -0.31363 -0.13886
C -0.38972 -0.69836 0.52074
C 0.50417 0.66491 0.55848
C 2.97170 0.20821 -0.59856
O -2.58037 1.47310 0.04219
O -3.13593 -0.62260 1.42511
O -4.15199 -0.21721 -1.01893
O 0.18140 1.73346 -0.04863
O -1.72485 -0.73311 -0.77741
P -3.02503 -0.12108 0.02418
H 0.80771 -2.28316 -0.57498
H -0.80407 -1.17031 1.40431
H 0.89632 0.75503 1.67013
H 3.61148 -0.42159 -1.13257
H 3.50064 0.40012 0.38170
H 2.66255 1.21327 -1.19973
H -1.73065 1.45074 -0.43884
```

Values from the calculation:
Multiplicity   1
Total charge   -2
LUMO   5.863 eV
HOMO   -0.329 eV

natural (NBO) population analysis, charges in e, atoms 1 to 6: atom 1 (C): -0.29, atom 2 (C): -0.01, atom 3 (C): 0.05, atom 4 (C): 0.19, atom 5 (C): -0.67, atom 6 (O): -1.06



So which one wins? Going from most stable to least: entry a, entry b.



Entry a
C2H12O4 | ωB97M-V/def2-TZVPD

XYZ file:
```
18
Properties=species:S:1:pos:R:3
C 2.62363 -0.46946 0.35444
C 2.22295 0.51581 -0.42351
H 3.62264 -0.82554 0.58314
H 1.91315 -1.23664 0.64884
H 2.97279 1.12174 -0.92977
H 1.23295 0.79285 -0.75567
O -0.39973 1.34192 1.38595
H 0.56013 1.22271 1.35768
H -0.52135 1.57280 0.44333
O -2.39474 -0.37776 0.60840
H -3.19783 0.02674 0.93495
H -1.66383 0.04602 1.10038
O -0.06916 -2.34420 -0.28781
H -0.80394 -1.77153 -0.58660
H -0.53891 -3.18272 -0.31801
O -1.48465 1.15135 -1.48033
H -1.98438 0.58670 -0.84233
H -2.08970 1.82920 -1.79307
```

Values from the calculation:
Multiplicity   1
LUMO   0.531 eV
HOMO   -10.147 eV

natural (NBO) population analysis, charges in e, atoms 1 to 6: atom 1 (C): -0.39, atom 2 (C): -0.41, atom 3 (H): 0.20, atom 4 (H): 0.21, atom 5 (H): 0.19, atom 6 (H): 0.20



Entry b
C2H12O4 | ωB97M-V/def2-TZVPD

XYZ file:
```
18
Properties=species:S:1:pos:R:3
C 0.23847 -1.63224 1.11787
C -0.07569 -2.14146 -0.07413
H 0.51093 -2.34841 1.89321
H 0.04908 -0.62574 1.43656
H 0.05077 -3.19913 -0.26912
H -0.48786 -1.53357 -0.87574
O 1.67850 0.37892 -0.94019
H 1.97577 -0.46349 -1.25423
H 0.73686 0.39777 -1.23587
O 0.94997 1.56404 1.42999
H 1.07224 1.02756 0.61720
H 1.38056 2.41122 1.24541
O -1.62954 1.42994 0.56835
H -0.78448 1.45842 1.07477
H -2.18880 0.80796 1.05126
O -0.94156 0.49819 -1.94079
H -1.32422 0.93635 -1.14390
H -1.21100 1.03367 -2.70064
```

Values from the calculation:
Multiplicity   1
LUMO   0.713 eV
HOMO   -10.020 eV

natural (NBO) population analysis, charges in e, atoms 1 to 6: atom 1 (C): -0.38, atom 2 (C): -0.40, atom 3 (H): 0.19, atom 4 (H): 0.19, atom 5 (H): 0.19, atom 6 (H): 0.21



So which one wins? Going from most stable to least: entry b, entry a.



Entry a
C2H12O4 | ωB97M-V/def2-TZVPD

XYZ file:
```
18
Properties=species:S:1:pos:R:3
C -1.69729 -0.54318 1.45361
C -1.82871 -0.25751 -0.05666
O -0.58428 -0.12806 -0.70953
H -1.23613 -1.52927 1.53573
H -2.72339 -0.62740 1.81172
H -1.09351 0.18442 1.98438
H -2.40409 -1.06729 -0.50644
H -2.35872 0.67902 -0.21911
H -0.06011 -0.93678 -0.80034
O 0.63388 2.22024 -0.33131
H 0.16552 1.37873 -0.58697
H 0.05236 2.87699 -0.69330
O 2.71540 0.55617 -0.69960
H 3.57444 0.73546 -0.35704
H 2.14382 1.35403 -0.63832
O 1.43442 -1.91201 -0.62262
H 1.39520 -1.87880 0.32818
H 1.87119 -1.10476 -0.89238
```

Values from the calculation:
Multiplicity   1
LUMO   0.776 eV
HOMO   -10.498 eV

natural (NBO) population analysis, charges in e, atoms 1 to 6: atom 1 (C): -0.63, atom 2 (C): -0.05, atom 3 (O): -0.78, atom 4 (H): 0.20, atom 5 (H): 0.21, atom 6 (H): 0.22



Entry b
C2H12O4 | ωB97M-V/def2-TZVPD

XYZ file:
```
18
Properties=species:S:1:pos:R:3
C -2.11419 -0.43057 -1.08835
C -1.22446 -1.24399 -1.54556
H -2.19169 0.58616 -1.09398
H -2.91130 -0.72267 -0.47693
H -0.24691 -1.06547 -2.11736
H -1.11401 -2.29055 -1.31012
O 0.97463 -1.03176 1.81259
H 1.04809 -0.22274 1.23867
H 1.49137 -1.65693 1.39912
O 1.71421 0.28845 -2.26681
H 2.21418 -0.55347 -2.45131
H 1.47307 0.03482 -1.33541
O 0.27057 1.59428 -0.02103
H 1.02214 1.77333 0.55298
H -0.59217 1.65521 0.42609
O 0.38112 1.12070 2.54072
H -0.20389 1.80546 2.78409
H 0.00924 0.35974 2.95258
```

Values from the calculation:
Multiplicity   1
LUMO   0.414 eV
HOMO   -10.174 eV

natural (NBO) population analysis, charges in e, atoms 1 to 6: atom 1 (C): -0.39, atom 2 (C): -0.37, atom 3 (H): 0.19, atom 4 (H): 0.18, atom 5 (H): 0.20, atom 6 (H): 0.18



So which one wins? Going from most stable to least: entry a, entry b.



Entry a
C4H9FN2 | ωB97M-V/def2-TZVPD

XYZ file:
```
16
Properties=species:S:1:pos:R:3
C -0.71118 -0.28067 -0.34286
C -1.04166 1.23386 -0.42956
C 0.34469 0.08413 0.64954
C 1.89940 -0.38799 0.48455
H -2.15055 -1.86711 -0.98912
H -1.17698 -2.08023 0.50735
H -0.26899 -0.65167 -1.24262
H -1.05880 1.96927 -1.20468
H -1.99023 1.38980 0.07825
H 0.86299 1.68131 -0.44160
H -0.01784 0.19622 1.70219
H 2.61274 0.14230 1.00821
H 1.94337 -1.44206 0.81355
N -1.78832 -1.18160 0.02611
N 0.22956 1.51734 0.27722
F 2.31179 -0.32290 -0.89655
```

Values from the calculation:
Multiplicity   1
LUMO   0.771 eV
HOMO   -8.861 eV

natural (NBO) population analysis, charges in e, atoms 1 to 6: atom 1 (C): -0.10, atom 2 (C): -0.25, atom 3 (C): -0.11, atom 4 (C): 0.05, atom 5 (H): 0.35, atom 6 (H): 0.35



Entry b
C4H9FN2 | ωB97M-V/def2-TZVPD

XYZ file:
```
16
Properties=species:S:1:pos:R:3
N 1.12797 -0.11004 1.51535
C 0.67856 0.51335 0.29199
C 0.81124 -0.50492 -0.82598
N -0.50840 -0.88358 -1.30180
C -1.38829 -0.57748 -0.20455
C -0.87056 0.69179 0.30394
F -1.15111 1.72159 -0.65607
H 1.00128 0.47564 2.30560
H 2.14687 -0.33887 1.50523
H 1.11363 1.53516 0.06260
H 1.31615 -1.40157 -0.49218
H 1.40831 -0.13690 -1.69911
H -0.70869 -0.30156 -2.10889
H -2.41133 -0.42337 -0.58893
H -1.39128 -1.33156 0.57756
H -1.17434 1.07231 1.31525
```

Values from the calculation:
Multiplicity   1
LUMO   1.085 eV
HOMO   -9.149 eV

natural (NBO) population analysis, charges in e, atoms 1 to 6: atom 1 (N): -0.84, atom 2 (C): -0.11, atom 3 (C): -0.25, atom 4 (N): -0.60, atom 5 (C): -0.28, atom 6 (C): 0.20



So which one wins? Going from most stable to least: entry b, entry a.



Entry a
C5H8N3 | ωB97M-V/def2-TZVPD

XYZ file:
```
16
Properties=species:S:1:pos:R:3
N -1.52337 -1.27442 0.00350
N -0.35050 -0.61425 -0.02654
C 0.73314 -1.34502 -0.03010
C 1.96886 -0.75699 0.03318
C 2.00697 0.67232 -0.07064
C 0.86101 1.42776 -0.05571
C -0.34140 0.79486 0.04633
N -1.55543 1.44333 -0.15522
H -1.47973 -2.14591 0.48766
H -2.19625 -1.19773 -0.80700
H 0.39539 -2.42680 -0.02125
H 2.91213 -1.25849 0.06022
H 3.01541 0.95921 0.09040
H 0.78145 2.58995 -0.10588
H -1.76928 2.37768 0.08875
H -2.45849 0.91343 0.07947
```

Values from the calculation:
Multiplicity   1
Total charge   +1
LUMO   -4.179 eV
HOMO   -13.505 eV

natural (NBO) population analysis, charges in e, atoms 1 to 6: atom 1 (N): -0.66, atom 2 (N): -0.14, atom 3 (C): 0.08, atom 4 (C): -0.25, atom 5 (C): -0.08, atom 6 (C): -0.27



Entry b
C5H8N3 | ωB97M-V/def2-TZVPD

XYZ file:
```
16
Properties=species:S:1:pos:R:3
C 1.01015 -2.54148 1.40594
C 0.88300 1.24789 -1.71326
C 0.22880 1.01102 0.48175
C -0.70911 0.33066 -0.44058
C -1.87685 -0.43156 -0.06798
N 0.56036 -1.49441 1.27857
N 1.18214 1.56524 -0.44754
N -0.27338 0.59105 -1.70122
H 1.40387 1.40788 -2.65450
H -0.23221 1.76023 1.22394
H 0.57688 0.07261 1.11284
H -2.57023 -0.59854 -0.85072
H -2.08429 -0.15206 0.91475
H -1.54846 -1.50306 0.05026
H 2.01527 2.15291 -0.08406
H 1.43407 -3.41837 1.49180
```

Values from the calculation:
Multiplicity   1
Total charge   +1
LUMO   -4.730 eV
HOMO   -14.691 eV

natural (NBO) population analysis, charges in e, atoms 1 to 6: atom 1 (C): 0.27, atom 2 (C): 0.35, atom 3 (C): -0.43, atom 4 (C): 0.46, atom 5 (C): -0.71, atom 6 (N): -0.41



Entry c
C5H8N3 | ωB97M-V/def2-TZVPD

XYZ file:
```
16
Properties=species:S:1:pos:R:3
C -1.45410 -0.76057 0.87275
C -0.44021 -0.41998 -0.20247
C 0.81244 -1.19898 -0.23884
N 1.87047 -0.72896 0.27269
N 1.88251 0.64598 0.68508
C 1.06572 1.48906 -0.00743
N -0.15669 0.99546 -0.28163
C -0.91051 0.44110 -1.34008
H -2.00806 -1.69178 0.68510
H -2.20398 0.03533 1.14791
H -0.87596 -0.78904 1.90496
H 0.98083 -2.16592 -0.83433
H 2.51703 0.84044 1.46382
H 1.18005 2.55247 -0.33133
H -0.28467 0.25787 -2.22328
H -1.97486 0.49749 -1.57295
```

Values from the calculation:
Multiplicity   1
Total charge   +1
LUMO   -5.030 eV
HOMO   -14.464 eV

natural (NBO) population analysis, charges in e, atoms 1 to 6: atom 1 (C): -0.64, atom 2 (C): 0.02, atom 3 (C): 0.09, atom 4 (N): -0.18, atom 5 (N): -0.41, atom 6 (C): 0.38



So which one wins? Going from most stable to least: entry a, entry b, entry c.